Entry 1:
Formula: C12H17N
Source: OMol25
Level of theory: the ωB97M-V functional and the def2-TZVPD basis

Output
ΔE to the lowest compared entry with this formula, charge and spin	74.1	kcal/mol
SMILES	Cc1c[nH]c2ccccc12.CCC
energy	-14207.125	eV
largest force on an atom	5.8	eV/Å
gap between HOMO and LUMO	8.76	eV

Structure (ORCA input):
```
! RIJCOSX wB97M-V def2-TZVPD def2/J DEFGRID3
* xyz 0 1
C -1.44813 -0.84423 -2.40683
C -0.44457 -1.12916 1.21507
C -1.15892 -0.37012 0.17508
C -0.90883 -1.09644 -0.98269
C -0.18645 -2.29042 -0.71919
C -0.74322 -0.76148 2.57611
C -1.26361 0.46241 2.77682
C -1.87196 1.28589 1.82448
C -1.79868 0.83161 0.50254
N -0.12885 -2.34909 0.72743
H -0.68672 -1.52116 3.28931
H -1.41863 0.59725 4.00407
H 0.39915 -2.98371 1.18917
H -2.02447 2.33901 1.93150
H 0.18507 -3.09169 -1.34705
H -2.06091 1.49723 -0.30681
H -1.44474 0.23731 -2.66311
H -2.54817 -1.26616 -2.30690
H -0.89287 -1.39835 -3.15918
C 3.06598 1.24340 -1.33475
C 3.18400 2.63190 -0.40920
C 1.94165 1.30033 -2.35908
H 3.95510 0.89401 -1.93619
H 2.69725 0.43511 -0.59778
H 3.92986 2.65388 0.38566
H 2.28199 1.15848 -3.42670
H 1.23616 0.46621 -2.00409
H 2.22728 2.93379 0.10645
H 3.34284 3.58540 -0.92708
H 1.52013 2.32488 -2.47348
*
```

Löwdin population analysis, charges in e, atoms 1 to 8: C -0.058; C -0.178; C -0.151; C -0.275; C 0.005; C -0.054; C -0.145; C -0.095


Entry 2:
Formula: C4H5P
Source: OMol25
Level of theory: the ωB97M-V functional and the def2-TZVPD basis

Output
ΔE to the lowest compared entry with this formula, charge and spin	76.6	kcal/mol
SMILES	C=C=P.C#C
energy	-13512.593	eV
largest force on an atom	3.2	eV/Å
gap between HOMO and LUMO	9.66	eV

Structure (ORCA input):
```
! RIJCOSX wB97M-V def2-TZVPD def2/J DEFGRID3
* xyz 0 1
C -1.28080 0.74125 -0.09425
C 2.08402 -2.05487 0.44380
C 2.32135 -0.96150 0.00551
C -1.34965 2.04978 -0.09507
P -0.95043 -0.84727 0.14419
H 1.96573 -2.98664 0.80465
H -2.30966 -1.21670 -0.53608
H 2.30775 -0.08931 -0.61628
H -1.09015 2.79323 -0.82645
H -1.69816 2.57202 0.76998
*
```

Löwdin population analysis, charges in e, atoms 1 to 8: C -0.612; C -0.048; C -0.050; C -0.097; P 0.794; H -0.017; H -0.085; H 0.024


Entry 3:
Formula: C14H19BI2O4
Source: OMol25
Level of theory: the ωB97M-V functional and the def2-TZVPD basis

Output
SMILES	C[C@H](I)[C@@H](I)BCCCCOC=O.O=C1C=CC(=O)C=C1
energy	-39890.091	eV
largest force on an atom	5.2	eV/Å
gap between HOMO and LUMO	7.80	eV

Structure (ORCA input):
```
! RIJCOSX wB97M-V def2-TZVPD def2/J DEFGRID3
* xyz 0 1
C 0.15572 -0.21088 2.14211
C 0.37718 -0.69182 0.63013
I 0.36154 0.97097 -0.81717
C -0.60710 -1.87128 0.13915
I 0.42417 -3.80821 0.39917
B -1.99585 -2.00241 0.97902
C -3.45709 -1.76041 0.25576
C -4.22912 -0.45430 0.78862
C -3.28555 0.78470 1.16786
C -4.06194 2.21443 1.12082
O -4.16845 2.65256 -0.26350
C -3.18288 3.63979 -0.54405
O -2.64556 3.68792 -1.68396
H 0.19791 -1.06760 2.91145
H -0.77683 0.44589 2.28852
H 1.04883 0.47970 2.39860
H 1.45083 -1.11476 0.58139
H -0.84063 -1.65483 -0.97164
H -2.02549 -2.31670 2.12999
H -4.12379 -2.66633 0.53885
H -3.38192 -1.77275 -0.88659
H -4.84577 -0.77454 1.70323
H -4.99283 -0.09238 0.00053
H -2.96382 0.64279 2.26379
H -2.40200 0.88263 0.45256
H -5.06577 2.18088 1.67314
H -3.36471 2.94022 1.69465
H -2.81469 4.40663 0.23386
C 4.85043 -0.74015 -3.11460
C 4.12795 -1.28815 -2.13682
C 4.32521 -0.89551 -0.72565
O 3.66710 -1.39698 0.16756
C 5.35225 0.12851 -0.43993
C 6.07482 0.67663 -1.41749
C 5.87777 0.28406 -2.82922
O 6.53508 0.78497 -3.72171
H 4.71981 -1.01624 -4.15342
H 3.37109 -2.03888 -2.32852
H 5.48264 0.40451 0.59901
H 6.83142 1.42729 -1.22552
*
```

Löwdin population analysis, charges in e, atoms 1 to 8: C -0.169; C -0.803; I 0.791; C -0.718; I 0.821; B -0.293; C -0.170; C -0.207


Entry 4:
Formula: C40H45IN7O2P2
Source: OMol25
Level of theory: the ωB97M-V functional and the def2-TZVPD basis

Output
ΔE to the lowest compared entry with this formula, charge and spin	0.0	kcal/mol
energy	-83404.526	eV
largest force on an atom	2.1	eV/Å
gap between HOMO and LUMO	7.08	eV

Structure (ORCA input):
```
! RIJCOSX wB97M-V def2-TZVPD def2/J DEFGRID3
* xyz 1 1
C 5.31470 2.08669 -0.45678
C 4.25561 2.21034 0.09719
P 2.60094 2.45882 0.41798
C 1.56757 1.49524 -0.74977
C 1.11909 2.33410 -1.95151
C 0.03330 1.58714 -2.71122
I 2.74354 2.72160 -3.30790
P 2.36074 4.72832 0.55629
O 0.75598 5.01778 0.56005
O 2.79309 5.27849 -0.87543
H 6.21816 1.97832 -1.01471
H 2.35726 2.00870 1.72093
H 2.13833 0.65524 -1.13701
H 0.66005 1.17010 -0.24334
H 0.69386 3.28249 -1.63661
H -0.14667 2.10221 -3.64883
H 0.36636 0.58831 -2.97900
H -0.89035 1.55558 -2.14030
H 0.31261 4.33731 1.08867
H 2.03236 5.65548 -1.35111
N -3.20670 -1.92948 -2.40490
C -3.68348 -1.65680 -3.61862
C -3.08764 -2.08991 -4.79373
C -1.92886 -2.84380 -4.70569
C -1.41721 -3.13443 -3.45016
C -2.09483 -2.65862 -2.33816
H -4.59041 -1.06170 -3.64316
H -3.52101 -1.84315 -5.75298
H -1.43784 -3.20000 -5.60439
H -0.51510 -3.71962 -3.33473
H -1.73459 -2.86712 -1.33580
N 5.76273 6.88364 -3.57626
C 6.47759 7.95768 -3.90113
C 6.60655 9.07181 -3.08371
C 5.95465 9.07150 -1.86266
C 5.20417 7.96113 -1.50888
C 5.14293 6.89940 -2.39780
H 6.96988 7.91924 -4.86618
H 7.20309 9.91613 -3.39913
H 6.02991 9.92164 -1.19732
H 4.67845 7.91894 -0.56404
H 4.57342 6.01117 -2.16329
N -7.26758 -1.42918 1.18473
C -7.09620 -0.48155 2.10413
C -6.01984 0.39414 2.11656
C -5.07026 0.27411 1.11611
C -5.22851 -0.70708 0.15027
C -6.34354 -1.52835 0.23122
H -7.86237 -0.42683 2.86992
H -5.92798 1.14640 2.88895
H -4.21470 0.93844 1.09116
H -4.50678 -0.83683 -0.64603
H -6.50964 -2.30823 -0.50405
N -4.51583 0.82447 5.20435
C -4.58395 -0.48160 4.95287
C -4.25045 -1.46141 5.87637
C -3.82123 -1.06603 7.13306
C -3.74602 0.29029 7.41042
C -4.10389 1.18902 6.41759
H -4.91849 -0.74947 3.96080
H -4.32845 -2.50794 5.61535
H -3.55748 -1.79879 7.88420
H -3.41847 0.64514 8.37802
H -4.06286 2.25825 6.59710
N -4.07499 -3.22476 9.80711
C -4.14099 -4.53054 9.55445
C -3.80845 -5.51055 10.47651
C -3.37961 -5.11309 11.73193
C -3.30334 -3.75896 12.01243
C -3.66226 -2.86075 11.01972
H -4.48001 -4.79919 8.55966
H -3.88472 -6.55685 10.21572
H -3.11003 -5.84692 12.48019
H -2.97425 -3.40479 12.97930
H -3.62106 -1.79188 11.19981
N -0.77661 -3.40788 -8.15242
C -0.72992 -4.22854 -9.19960
C 0.24867 -4.16889 -10.17993
C 1.23241 -3.20090 -10.06949
C 1.19873 -2.33715 -8.98704
C 0.17840 -2.48453 -8.06094
H -1.52024 -4.96878 -9.25056
H 0.23702 -4.86368 -11.00780
H 2.01282 -3.12058 -10.81485
H 1.94646 -1.56623 -8.86213
H 0.11758 -1.83028 -7.19662
N 5.17021 -1.94706 -1.58546
C 5.59304 -1.36065 -0.46825
C 6.85069 -1.55445 0.08010
C 7.72146 -2.41561 -0.56950
C 7.29869 -3.03769 -1.73189
C 6.01918 -2.76912 -2.19734
H 4.87587 -0.70026 0.00744
H 7.13916 -1.04707 0.99091
H 8.71232 -2.59860 -0.17526
H 7.94491 -3.71724 -2.26916
H 5.65118 -3.23340 -3.10504
*
```

Löwdin population analysis, charges in e, atoms 1 to 8: C 0.128; C -0.349; P 0.832; C -0.391; C -0.850; C -0.174; I 0.924; P 0.749


Entry 5:
Formula: C20H35N7STi
Source: OMol25
Level of theory: the ωB97M-V functional and the def2-TZVPD basis

Output
ΔE to the lowest compared entry with this formula, charge and spin	6.3	kcal/mol
energy	-65678.435	eV
largest force on an atom	1.3	eV/Å
gap between HOMO and LUMO (alpha / beta)	5.73 / 6.01	eV

Structure (ORCA input):
```
! RIJCOSX wB97M-V def2-TZVPD def2/J DEFGRID3
* xyz 2 1
Ti 0.44402 0.06784 -1.11725
C 0.65876 4.39628 -0.58880
C 0.28528 2.97033 -0.82325
N 1.13757 2.03559 -1.14749
C 2.51921 2.21830 -1.58132
C 2.69927 1.30357 -2.79413
N 2.20771 -0.07505 -2.49079
C 3.17581 -0.89206 -1.71221
C 2.51889 -2.22654 -1.37886
N 1.27350 -1.98737 -0.60791
C 0.16923 -2.96311 -0.81119
C -0.61334 -2.59257 -2.06491
N -0.98281 -1.17610 -1.95488
C -2.19486 -0.71108 -2.18393
C -3.28552 -1.48444 -2.85521
C -2.35347 0.65849 -1.74615
C -3.51307 1.42825 -1.71617
C -3.46443 2.71595 -1.20316
C -2.24480 3.26937 -0.80089
C -1.09927 2.50623 -0.89160
N -1.18649 1.19721 -1.29183
H 1.60554 4.46506 -0.05550
H -0.09983 4.91667 -0.00878
H 0.76178 4.92378 -1.54116
H 3.22101 1.95479 -0.78533
H 2.72053 3.25166 -1.86411
H 3.74259 1.27726 -3.11603
H 2.09048 1.68505 -3.61192
H 2.04301 -0.55888 -3.36900
H 3.42665 -0.35129 -0.79560
H 4.09813 -1.04195 -2.27689
H 3.20508 -2.86801 -0.82473
H 2.26565 -2.74732 -2.30488
H 1.50808 -1.95150 0.37689
H -0.48814 -2.88230 0.05524
H 0.54471 -3.98700 -0.86724
H -1.48843 -3.23368 -2.17141
H 0.01079 -2.74981 -2.94912
H -2.88827 -2.06120 -3.68985
H -4.05275 -0.82061 -3.24453
H -3.77071 -2.18251 -2.16774
H -4.44585 1.02744 -2.08744
H -4.36507 3.31122 -1.15712
H -2.19855 4.29621 -0.46509
C 0.66001 -0.79855 5.18778
N 0.93775 -0.92449 3.74916
C 2.33774 -1.20609 3.44432
C 0.11681 -0.40526 2.82914
S 0.75595 0.37675 1.43125
N -1.20382 -0.45317 3.02490
C -2.12291 0.35032 2.22145
C -1.84252 -1.49465 3.83728
H 1.44518 -0.18701 5.63338
H 0.65481 -1.77383 5.67259
H -0.29014 -0.30378 5.35398
H 2.72787 -1.84079 4.23691
H 2.92992 -0.29136 3.39510
H 2.42441 -1.74286 2.50341
H -1.70652 1.33803 2.04446
H -3.05414 0.44793 2.77516
H -2.32701 -0.12761 1.25941
H -1.12476 -2.27068 4.08575
H -2.64376 -1.93670 3.24567
H -2.27250 -1.08839 4.75214
*
```

Löwdin population analysis, charges in e, atoms 1 to 8: Ti 0.902; C 0.011; C -0.261; N -0.090; C -0.160; C -0.148; N -0.123; C -0.167